Entry from OMol25: a molecular structure, C2H19HfO8 (ωB97M-V/def2-TZVPD).

CARTESIAN COORDINATES (ANGSTROEM)
H 2.160 1.804 -3.235
H -3.134 2.508 2.551
O 3.460 -1.029 -1.533
H -3.780 -1.504 1.219
H 3.420 -0.850 -0.591
H 1.287 0.198 -0.660
H 0.537 1.750 -0.807
O -2.842 0.990 -3.299
H 0.470 -3.407 -0.114
H -2.390 0.377 -3.896
H -1.234 1.199 0.650
C 0.734 0.953 -0.088
C -0.588 0.348 0.379
H 2.487 0.868 3.110
H 4.263 -0.580 -1.832
O -3.139 1.540 2.556
O 1.597 1.264 -3.803
H -2.937 0.506 -2.471
O 0.981 -2.587 0.025
H -2.273 1.287 2.230
H 1.325 1.293 0.759
O -0.452 -0.615 1.396
Hf 1.167 -1.898 2.340
H -2.307 -1.774 1.554
H 1.669 0.370 -3.449
H 1.001 1.004 3.524
O -3.201 -2.064 1.755
O 1.627 0.410 3.071
H -1.160 -0.056 -0.469
H 1.251 -2.301 -0.872

Computed properties:
Total energy, Ha: -736.0654
Charge: +3

***

Entry from OMol25: 3 unconnected molecules or ions with the total composition C20H40N2O7P (ωB97M-V/def2-TZVPD).

CARTESIAN COORDINATES (ANGSTROEM)
H -1.941 -0.005 -5.818
C 5.792 1.012 -1.046
O -2.029 4.185 1.148
C 0.277 2.184 -4.148
H -3.109 2.582 -1.477
H 1.316 -5.548 7.513
C -1.393 -0.074 -3.627
H 3.654 0.601 -3.050
C -1.467 -2.167 -2.646
H 5.198 0.062 -1.145
H -4.557 -0.413 3.925
H 1.550 -3.795 7.357
H 1.972 1.045 -4.523
C 1.343 -4.717 6.805
C 6.035 1.676 -2.480
H -1.403 3.513 -3.497
H -1.717 0.604 -2.783
H -0.737 5.504 -1.491
H 0.258 0.985 -6.042
H -1.378 1.434 -0.593
H -0.322 -0.404 -3.497
H -1.016 -3.443 7.535
C 4.687 2.395 -2.958
H 5.261 1.734 -0.366
O -2.197 -1.299 -3.502
H -4.782 -2.167 4.086
H 6.789 0.713 -0.614
C -0.971 -1.667 -1.241
H 4.641 3.400 -2.445
P -1.687 3.591 -0.161
H 0.435 4.792 -0.214
H -0.110 -0.946 -1.357
H -2.226 -2.517 3.907
C -1.140 -4.377 6.977
H -1.803 -1.215 -0.624
C -0.327 4.586 -1.005
H -1.365 -1.843 2.511
H -1.993 -0.765 3.747
N 3.564 1.498 -2.566
H 6.152 0.797 -3.183
H -2.530 1.366 -4.813
H -0.770 2.527 -6.010
C 2.292 2.086 -2.751
O -1.114 2.023 0.143
H -3.674 -2.492 1.855
C 0.337 3.585 -2.044
H 6.915 2.360 -2.492
H -1.241 -5.197 7.690
H -3.281 0.314 2.000
H -0.578 -2.539 -0.663
H 2.178 -4.870 6.118
H 0.265 -2.712 5.609
C 1.687 3.038 -1.812
O -3.067 3.480 -1.094
C -0.385 3.134 -3.263
H -0.130 -5.516 5.459
C 0.035 -4.605 6.038
O 0.118 -3.524 5.108
C -3.509 -1.579 2.431
O -3.427 -0.498 1.497
H -2.071 -4.288 6.413
O -1.203 -3.289 -2.965
N 1.548 1.714 -3.873
C -2.201 -1.688 3.198
C -0.435 1.622 -5.437
H -5.613 -1.261 2.807
C -1.649 0.679 -4.983
H 4.704 2.604 -4.069
H 2.225 3.346 -0.882
C -4.682 -1.348 3.371

Computed properties:
Total energy, Ha: -1763.3912
Charge: +1

***

Entry from OMol25: a molecular structure, C16H23CoN2OS5 (ωB97M-V/def2-TZVPD).

CARTESIAN COORDINATES (ANGSTROEM)
C -1.319 -2.499 -1.942
O -0.060 1.058 1.701
H -2.410 -5.463 -4.144
H -4.781 -1.144 2.195
C -1.670 -4.840 -2.226
H -3.434 -0.511 4.495
S -0.681 1.267 -1.366
H 4.576 2.725 3.064
S -1.659 -0.585 -3.634
H -1.640 -5.849 -1.836
H 0.443 4.327 4.080
H -2.462 -3.171 -5.081
H -1.024 3.308 1.579
N -0.964 -1.317 -1.288
C 1.109 3.429 1.510
C -0.369 3.799 3.575
C 4.476 1.788 2.511
H 4.171 2.028 1.488
H -1.306 4.250 3.900
C -2.106 -4.623 -3.534
H 3.436 -0.105 2.672
C -3.101 -0.575 3.463
H -0.369 2.760 3.915
C -0.236 3.887 2.058
S 0.218 -2.190 1.952
S -2.764 -2.183 1.377
N -1.723 -1.064 3.406
S 1.367 1.644 1.622
H 1.196 3.648 0.445
C 2.076 1.444 3.280
C 3.480 0.854 3.194
H -0.997 -0.646 3.970
C -1.741 -2.289 -3.252
H 2.074 2.407 3.790
C -1.082 -0.244 -2.044
Co -0.503 -0.493 0.485
H 3.811 0.643 4.212
H -0.364 4.921 1.733
H -0.902 -3.953 -0.417
H -3.157 0.416 3.008
C -1.374 -1.756 2.331
C -1.269 -3.787 -1.422
H -4.200 -2.448 3.259
H 5.462 1.330 2.452
C -3.906 -1.585 2.664
C -2.139 -3.345 -4.062
H 1.372 0.773 3.774
H 1.960 3.879 2.026

Computed properties:
Energy above the lowest of the compared OMol25 structures with the same formula, charge and spin, kJ/mol: 79.09
Total energy, Ha: -4181.7687
<S²>: 3.761
Charge: +1
Spin multiplicity: 4